The following is a DFT calculation (ωB97M-V with the def2-TZVPD basis set) of a 2-piece molecular cluster, C4H8FNS overall in a non-equilibrium geometry.

Results
**Gap between HOMO and LUMO (spin up / spin down)**: 5.21 / 5.21 eV
**LUMO energy (spin up / spin down)**: -2.661 / -2.654 eV

```
15
Properties=species:S:1:pos:R:3:lowdin_charge:R:1
C 0.78 0.82 -0.54 -0.16
C 0.55 -0.58 -0.96 -0.21
C 0.16 0.92 0.93 -0.22
C 0.31 -1.33 0.38 -0.27
N -0.11 -0.39 1.39 0.11
F -2.79 1.13 -0.41 -0.67
S -2.90 -0.52 -0.26 0.47
H 1.72 1.31 -0.46 0.09
H 0.18 1.44 -1.24 0.12
H -0.25 -0.85 -1.66 0.09
H 1.48 -0.93 -1.41 0.11
H 0.82 1.48 1.65 0.14
H -0.82 1.41 1.13 0.13
H -0.38 -2.19 0.52 0.12
H 1.23 -1.70 0.94 0.15
```

=====

The following is a DFT calculation (ωB97M-V with the def2-TZVPD basis set) of an isolated ion of composition C7H12O and charge -1 in a non-equilibrium geometry.

Results
**Gap between HOMO and LUMO (spin up / spin down)**: 3.30 / 7.03 eV
**<S²>**: 0.75
**LUMO energy (spin up / spin down)**: 3.978 / 3.794 eV
**Net charge**: -1
**Multiplicity**: 2

```
20
Properties=species:S:1:pos:R:3:lowdin_charge:R:1
O -1.74 1.46 1.23 -0.20
C -0.50 1.62 1.12 -0.49
C 0.52 0.65 1.72 -0.27
C 0.54 -0.75 1.15 -0.23
C 0.50 -0.75 -0.34 -0.34
C -0.59 -1.10 -1.04 -0.14
C -0.85 -0.84 -2.50 -0.12
C 1.79 -0.29 -1.00 -0.08
H 0.01 2.37 0.53 0.03
H 1.47 1.20 1.84 0.08
H 0.14 0.64 2.77 0.08
H -0.27 -1.37 1.57 0.11
H 1.46 -1.26 1.50 0.09
H -1.44 -1.47 -0.49 0.10
H -1.77 -0.27 -2.65 0.07
H -0.02 -0.40 -3.04 0.05
H -1.03 -1.82 -2.95 0.06
H 1.98 0.68 -0.54 0.07
H 2.63 -0.97 -0.69 0.07
H 1.87 -0.46 -2.07 0.05
```

=====

The following is a DFT calculation (ωB97M-V with the def2-TZVPD basis set) of an isolated ion of composition C3H10N4O3 and charge +2 in a non-equilibrium geometry.

Results
**Gap between HOMO and LUMO**: 11.79 eV
**SMILES**: N/C(O)=[NH+]/NOC(=O)C[NH3+]
**LUMO energy**: -6.718 eV
**Net charge**: +2

```
20
Properties=species:S:1:pos:R:3:lowdin_charge:R:1
N -1.99 0.19 -3.48 0.23
C -1.24 -0.16 -2.41 -0.36
O -1.83 -0.87 -1.49 0.20
N 0.06 0.17 -2.30 0.12
N 0.77 -0.41 -1.29 0.00
O 1.03 0.46 -0.20 0.02
C 0.63 -0.14 1.07 -0.39
O 0.04 -1.13 1.12 0.19
C 1.13 0.61 2.32 -0.06
N 0.63 -0.04 3.52 0.17
H -1.65 0.58 -4.40 0.18
H -3.03 0.05 -3.45 0.18
H -1.21 -1.05 -0.71 0.15
H 0.36 0.86 -2.86 0.14
H 1.70 -0.69 -1.70 0.21
H 0.74 1.75 2.34 0.22
H 2.23 0.56 2.40 0.16
H 1.21 0.22 4.38 0.22
H 0.82 -1.07 3.41 0.19
H -0.40 0.08 3.72 0.22
```

=====

The following is a DFT calculation (ωB97M-V with the def2-TZVPD basis set) of C42H45F3N2O2S4Zr as an isolated structure.

Results
**Gap between HOMO and LUMO**: 6.98 eV
**LUMO energy**: -6.094 eV
**Net charge**: +2

```
99
Properties=species:S:1:pos:R:3:lowdin_charge:R:1
Zr 0.33 0.46 0.79 1.43
C -0.07 -3.77 -0.75 -0.02
C -0.76 -2.97 0.32 -0.19
C -1.50 -1.82 -0.04 -0.21
C -1.78 -1.65 -1.52 -0.03
C -2.17 -1.08 0.97 -0.24
C -3.35 -0.17 0.66 -0.04
C -2.00 -1.47 2.32 -0.23
C -2.80 -0.76 3.39 -0.06
C -1.34 -2.66 2.65 -0.20
C -1.29 -3.12 4.08 -0.03
C -0.79 -3.45 1.63 -0.18
C -0.27 -4.84 1.91 -0.01
H -0.75 -4.51 -1.19 0.11
H 0.79 -4.32 -0.34 0.08
H 0.29 -3.15 -1.56 0.08
H -0.86 -1.50 -2.09 0.07
H -2.42 -0.82 -1.74 0.05
H -2.24 -2.57 -1.90 0.11
H -4.24 -0.59 1.13 0.11
H -3.53 -0.09 -0.40 0.06
H -3.22 0.85 1.04 0.07
H -2.25 -0.65 4.32 0.05
H -3.69 -1.34 3.63 0.12
H -3.14 0.22 3.08 0.06
H -2.21 -3.64 4.36 0.11
H -1.18 -2.28 4.77 0.07
H -0.46 -3.80 4.27 0.07
H 0.82 -4.87 1.96 0.08
H -0.57 -5.51 1.11 0.10
H -0.66 -5.24 2.84 0.08
C 1.79 0.77 4.41 -0.43
C 2.95 0.94 3.42 -0.47
S 2.55 1.77 1.88 0.92
C 1.99 3.44 2.40 -0.41
C 0.79 3.96 1.60 -0.44
S -0.70 2.91 1.51 0.91
C -1.43 2.87 3.15 -0.46
C -0.64 2.16 4.23 -0.44
S 0.14 0.62 3.64 0.88
H 1.73 1.61 5.09 0.08
H 1.96 -0.11 5.02 0.09
H 3.31 -0.03 3.08 0.07
H 3.79 1.44 3.90 0.11
H 2.83 4.11 2.24 0.10
H 1.79 3.42 3.47 0.07
H 1.07 4.09 0.56 0.08
H 0.49 4.93 1.99 0.10
H -2.39 2.38 2.98 0.07
H -1.66 3.90 3.46 0.11
H -1.29 1.92 5.07 0.10
H 0.15 2.80 4.61 0.07
O 3.72 1.31 -1.15 -0.25
S 2.32 1.13 -1.35 0.63
O 1.41 2.07 -0.65 -0.48
N 1.73 -0.22 -0.68 -0.26
C 2.52 -1.38 -0.57 -0.27
C 3.31 -1.89 -1.55 0.02
C 4.11 -3.03 -1.30 -0.02
C 4.12 -3.62 -0.07 0.00
C 3.30 -3.10 0.97 -0.14
C 3.29 -3.64 2.27 0.03
C 2.45 -3.10 3.20 -0.02
C 1.62 -2.03 2.84 -0.18
N 1.62 -1.45 1.64 0.03
C 2.47 -1.99 0.71 -0.16
C 2.03 1.12 -3.07 -0.29
C 3.07 1.51 -3.91 -0.04
C 2.86 1.49 -5.28 -0.04
C 1.64 1.09 -5.80 -0.04
C 0.61 0.70 -4.95 -0.05
C 0.80 0.71 -3.58 -0.06
H 3.34 -1.43 -2.53 0.13
H 4.73 -3.42 -2.10 0.12
H 4.75 -4.47 0.13 0.13
H 3.93 -4.47 2.51 0.14
H 2.39 -3.48 4.21 0.13
H 0.91 -1.67 3.57 0.05
H 4.02 1.81 -3.48 0.12
H 3.66 1.80 -5.94 0.12
H 1.49 1.08 -6.87 0.12
H -0.34 0.38 -5.36 0.12
H 0.00 0.42 -2.91 0.08
F -3.77 5.33 -6.38 0.15
C -4.21 4.08 -6.16 -0.59
F -5.54 4.13 -6.06 0.15
F -3.91 3.35 -7.24 0.15
C -3.57 3.49 -4.92 -0.10
C -2.24 3.79 -4.64 0.01
C -1.63 3.22 -3.54 -0.01
C -2.35 2.34 -2.72 -0.23
C -3.68 2.05 -3.01 0.00
C -4.29 2.63 -4.11 0.01
C -1.69 1.72 -1.61 -0.10
C -1.09 1.16 -0.71 -0.25
H -1.69 4.47 -5.27 0.13
H -0.60 3.44 -3.30 0.12
H -4.24 1.38 -2.37 0.11
H -5.32 2.41 -4.34 0.13
```

=====

The following is a DFT calculation (ωB97M-V with the def2-TZVPD basis set) of C4H7NO2 in the gas phase.

Results
**Gap between HOMO and LUMO**: 10.01 eV
**SMILES**: N[C@]1(O)C[C@H]1C=O
**LUMO energy**: 0.813 eV

```
14
Properties=species:S:1:pos:R:3:lowdin_charge:R:1
N 1.87 -0.31 -0.54 0.11
C 0.65 -0.15 0.17 -0.57
O 0.92 0.49 1.37 0.05
C -0.54 -1.06 0.09 -0.01
C -0.56 0.25 -0.68 -0.16
C -1.35 1.38 -0.14 -0.23
O -1.89 1.37 0.94 0.04
H 1.73 -0.60 -1.50 0.08
H 2.51 -0.94 -0.06 0.09
H 0.21 0.30 1.99 0.10
H -1.21 -1.09 0.95 0.11
H -0.48 -1.98 -0.48 0.11
H -0.42 0.23 -1.75 0.14
H -1.37 2.29 -0.78 0.13
```

=====

The following is a DFT calculation (ωB97M-V with the def2-TZVPD basis set) of C23H44As3N4O3SV as an isolated structure in a non-equilibrium geometry.

Results
**Gap between HOMO and LUMO (spin up / spin down)**: 8.01 / 8.38 eV
**<S²>**: 3.76
**LUMO energy (spin up / spin down)**: -2.391 / -2.377 eV
**Net charge**: +1
**Multiplicity**: 4

```
79
Properties=species:S:1:pos:R:3:lowdin_charge:R:1
V -0.52 1.97 1.18 0.16
N -1.67 5.52 2.33 0.05
N -2.26 4.25 2.37 0.00
C -1.51 3.14 2.63 -0.75
O -2.07 1.99 2.59 -0.09
O -0.22 3.23 2.69 -0.12
H -1.72 5.97 3.24 0.09
H -2.18 6.08 1.66 0.09
H -3.23 4.18 2.63 0.15
C 2.26 4.24 1.19 -0.26
As 1.42 2.93 0.01 1.09
C 1.14 4.05 -1.54 -0.27
C 3.02 1.94 -0.54 -0.30
C 3.32 0.47 -0.11 -0.64
C 4.36 0.53 1.03 -0.06
C 2.13 -0.42 0.31 -0.35
As 0.89 0.10 1.71 1.09
C 1.92 0.44 3.32 -0.25
C 0.18 -1.64 2.19 -0.27
C 4.01 -0.25 -1.28 -0.38
As 2.94 -0.97 -2.78 1.14
C 4.16 -0.48 -4.22 -0.34
C 1.64 0.48 -3.11 -0.35
H 3.06 4.74 0.65 0.04
H 2.65 3.74 2.07 0.03
H 1.51 4.95 1.51 0.03
H 2.10 4.33 -1.97 0.04
H 0.62 4.94 -1.20 0.04
H 0.54 3.54 -2.28 0.02
H 3.83 2.57 -0.18 0.08
H 3.03 2.02 -1.63 0.05
H 4.05 1.19 1.84 0.06
H 5.31 0.93 0.64 0.09
H 4.56 -0.46 1.44 0.09
H 2.53 -1.39 0.60 0.09
H 1.48 -0.60 -0.55 0.03
H 2.69 -0.32 3.46 0.04
H 1.22 0.40 4.15 0.04
H 2.37 1.43 3.30 0.02
H -0.47 -1.50 3.05 0.03
H 1.00 -2.31 2.45 0.04
H -0.40 -2.06 1.37 0.02
H 4.52 -1.13 -0.90 0.07
H 4.78 0.42 -1.69 0.08
H 4.88 -1.28 -4.39 0.02
H 4.69 0.44 -3.99 0.02
H 3.58 -0.34 -5.13 0.02
H 0.93 0.09 -3.84 0.01
H 2.12 1.37 -3.52 0.03
H 1.10 0.76 -2.21 -0.02
C -3.68 -2.85 2.02 -0.08
C -4.42 -1.60 1.55 -0.22
C -3.49 -0.50 1.06 -0.18
N -2.82 -0.96 -0.16 0.06
C -2.11 -0.24 -0.98 -0.71
S -1.88 1.47 -0.81 0.68
N -1.52 -0.82 -2.07 0.12
C -1.37 -2.17 -2.51 -0.37
O -0.59 -2.38 -3.39 0.13
C -2.18 -3.26 -1.88 -0.19
C -1.52 -4.29 -1.22 -0.02
C -2.25 -5.36 -0.71 -0.06
C -3.63 -5.40 -0.89 -0.07
C -4.28 -4.38 -1.57 -0.06
C -3.56 -3.31 -2.06 -0.04
H -4.37 -3.59 2.42 0.08
H -2.97 -2.60 2.82 0.07
H -3.11 -3.34 1.22 0.05
H -5.01 -1.19 2.37 0.12
H -5.13 -1.86 0.75 0.11
H -2.75 -0.25 1.82 0.10
H -4.02 0.42 0.83 0.11
H -2.89 -1.95 -0.35 0.10
H -0.99 -0.17 -2.64 0.10
H -0.44 -4.27 -1.13 0.13
H -1.74 -6.16 -0.19 0.11
H -4.19 -6.24 -0.50 0.11
H -5.35 -4.43 -1.72 0.12
H -4.07 -2.51 -2.60 0.13
```

=====

The following is a DFT calculation (ωB97M-V with the def2-TZVPD basis set) of C14H24EuNO2P as an isolated structure in a non-equilibrium geometry.

Results
**Gap between HOMO and LUMO (spin up / spin down)**: 6.19 / 6.20 eV
**<S²>**: 15.76
**LUMO energy (spin up / spin down)**: -0.719 / -0.712 eV
**Multiplicity**: 8

```
43
Properties=species:S:1:pos:R:3:lowdin_charge:R:1
C -2.58 0.29 -2.64 -0.10
C -2.28 -0.93 -2.03 -0.06
C -1.56 -0.98 -0.81 -0.28
C -1.06 0.22 -0.31 -0.25
C -1.31 1.43 -0.95 -0.43
C -2.11 1.48 -2.11 -0.07
C -1.39 -2.31 -0.12 -0.14
C -0.18 -3.16 -0.60 -0.19
N 1.08 -2.48 -0.57 -0.30
Eu -1.28 1.15 1.97 1.36
C -0.74 2.72 -0.39 -0.39
P 0.89 2.26 0.43 0.77
H -2.66 -1.86 -2.46 0.11
H -2.32 2.45 -2.56 0.10
H -3.16 0.30 -3.57 0.10
H -1.44 3.22 0.34 0.06
H -0.51 3.48 -1.16 0.09
H -1.31 -2.16 0.97 0.09
H -2.29 -2.92 -0.31 0.11
H -0.08 -4.04 0.06 0.12
C 1.43 3.90 1.01 -0.32
C 1.87 2.06 -1.10 -0.27
H -0.34 -3.51 -1.64 0.12
C 1.50 -1.70 -1.69 -0.10
C 1.92 -2.57 0.60 -0.09
H 0.30 1.88 3.91 0.03
H 2.06 -2.32 -2.40 0.08
H 0.62 -1.30 -2.21 0.08
H 2.14 -0.87 -1.36 0.06
H 2.66 -3.38 0.48 0.08
H 2.47 -1.63 0.76 0.07
H 1.32 -2.79 1.50 0.09
H 1.94 3.01 -1.65 0.05
H 2.88 1.73 -0.82 0.04
H 1.45 1.29 -1.77 0.04
H 1.46 4.59 0.16 0.04
H 0.75 4.27 1.79 0.03
H 2.43 3.78 1.44 0.04
H 0.85 1.46 3.64 0.05
O -1.08 -2.77 4.04 -0.01
C -0.85 -1.56 4.09 -0.52
O -1.04 -0.69 3.12 -0.40
H -0.43 -1.02 4.97 0.11
```

=====

The following is a DFT calculation (ωB97M-V with the def2-TZVPD basis set) of C25H43NO2RuS4Sb as an isolated structure.

Results
**Gap between HOMO and LUMO (spin up / spin down)**: 8.48 / 6.50 eV
**<S²>**: 0.76
**LUMO energy (spin up / spin down)**: -5.510 / -7.591 eV
**Net charge**: +2
**Multiplicity**: 2

```
77
Properties=species:S:1:pos:R:3:lowdin_charge:R:1
Ru 0.00 0.13 0.14 0.14
C 0.67 -0.04 -3.13 -0.45
C 0.01 -1.40 -2.87 -0.43
S -0.35 -1.80 -1.13 0.81
C 1.09 -2.88 -0.76 -0.42
C 1.70 -2.62 0.60 -0.45
S 1.93 -0.88 1.03 0.86
C 3.29 -0.30 -0.03 -0.45
C 2.95 -0.12 -1.49 -0.43
S 1.39 0.81 -1.70 0.84
H -0.05 0.66 -3.53 0.06
H 1.47 -0.13 -3.87 0.10
H 0.60 -2.23 -3.27 0.09
H -0.95 -1.44 -3.38 0.07
H 1.82 -2.75 -1.55 0.07
H 0.73 -3.91 -0.81 0.10
H 2.66 -3.13 0.69 0.11
H 1.05 -2.99 1.40 0.07
H 4.13 -0.98 0.10 0.11
H 3.57 0.66 0.42 0.09
H 2.85 -1.08 -2.00 0.08
H 3.73 0.45 -1.99 0.10
O 0.41 0.55 8.21 0.15
C -0.01 1.33 7.20 -0.49
O -0.10 2.51 7.33 0.14
C -0.35 0.66 5.90 -0.13
C 0.40 -0.39 5.38 0.00
C 0.13 -0.88 4.11 -0.11
C -0.89 -0.32 3.36 -0.61
S -1.22 -0.94 1.73 0.69
C -1.68 0.70 3.89 -0.09
C -1.40 1.19 5.15 0.01
H 0.27 -0.39 8.02 0.12
H 1.21 -0.81 5.96 0.13
H 0.73 -1.69 3.72 0.09
H -2.51 1.09 3.32 0.10
H -1.99 2.00 5.57 0.13
C -2.66 4.10 -2.77 -0.12
C -1.45 3.24 -2.38 -0.53
C -0.33 4.12 -1.82 -0.14
Sb -2.00 1.64 -1.03 1.55
C -3.26 2.55 0.47 -0.53
C -2.69 3.88 0.94 -0.13
C -4.71 2.68 0.01 -0.11
C -3.21 0.25 -2.17 -0.55
C -4.24 0.86 -3.11 -0.12
C -3.85 -0.77 -1.24 -0.14
H -2.35 4.81 -3.54 0.10
H -3.02 4.68 -1.92 0.07
H -3.49 3.53 -3.16 0.06
H -1.09 2.72 -3.27 0.08
H -0.67 4.68 -0.94 0.06
H -0.05 4.86 -2.58 0.09
H 0.56 3.57 -1.55 0.03
H -3.20 1.83 1.29 0.06
H -2.79 4.65 0.18 0.07
H -1.64 3.81 1.21 0.03
H -3.24 4.22 1.82 0.10
H -4.80 3.30 -0.88 0.07
H -5.29 3.16 0.80 0.10
H -5.17 1.71 -0.19 0.06
H -2.45 -0.25 -2.78 0.04
H -5.02 1.41 -2.57 0.07
H -4.74 0.05 -3.65 0.09
H -3.80 1.52 -3.86 0.07
H -4.61 -0.31 -0.61 0.07
H -3.15 -1.29 -0.58 0.02
H -4.35 -1.54 -1.84 0.10
C 0.52 5.05 2.73 -0.07
C 1.32 3.74 2.82 -0.17
C 0.83 2.66 1.97 -0.11
N 0.46 1.76 1.36 0.04
H 0.94 5.75 3.45 0.09
H -0.52 4.89 2.98 0.07
H 0.60 5.49 1.74 0.08
H 1.31 3.35 3.84 0.13
H 2.37 3.91 2.55 0.13
```

=====

The following is a DFT calculation (ωB97M-V with the def2-TZVPD basis set) of C5H12ClNOSi in the gas phase in a non-equilibrium geometry.

Results
**Gap between HOMO and LUMO (spin up / spin down)**: 6.75 / 7.17 eV
**<S²>**: 2.01
**LUMO energy (spin up / spin down)**: 0.740 / -3.088 eV
**Multiplicity**: 3

```
21
Properties=species:S:1:pos:R:3:lowdin_charge:R:1
C 0.80 1.49 0.80 -0.65
C 1.69 2.16 1.82 -0.05
C 0.58 -0.76 -1.90 -0.18
C -0.81 -2.42 0.04 -0.21
C -2.06 0.40 -0.66 -0.17
N 0.43 0.23 0.98 -0.45
O 0.41 2.18 -0.12 0.07
Si -0.48 -0.56 -0.35 0.47
Cl 0.90 -0.66 2.40 0.58
H 2.50 2.78 1.28 0.11
H 2.17 1.45 2.65 0.07
H 1.06 2.91 2.24 0.07
H 0.89 0.15 -2.33 0.00
H 1.45 -1.38 -1.84 0.02
H 0.18 -1.17 -2.89 0.07
H -0.56 -3.11 -0.86 0.06
H -0.26 -2.78 0.92 -0.02
H -1.99 -2.44 0.24 0.07
H -2.84 0.15 0.04 0.02
H -1.78 1.53 -0.82 0.07
H -2.28 -0.13 -1.64 0.05
```

=====

The following is a DFT calculation (ωB97M-V with the def2-TZVPD basis set) of F2PRh as an isolated structure in a non-equilibrium geometry.

Results
**Gap between HOMO and LUMO (spin up / spin down)**: 7.34 / 7.59 eV
**<S²>**: 6.03
**LUMO energy (spin up / spin down)**: -15.025 / -15.367 eV
**Net charge**: +2
**Multiplicity**: 5

```
4
Properties=species:S:1:pos:R:3:lowdin_charge:R:1
F 1.97 -0.85 0.11 -0.27
P 1.49 0.68 0.17 1.29
F -2.48 -0.17 0.24 -0.28
Rh -0.98 0.33 -0.52 1.26
```

=====

The following is a DFT calculation (ωB97M-V with the def2-TZVPD basis set) of C18H30NO5P2SZr as an isolated structure in a non-equilibrium geometry.

Results
**Gap between HOMO and LUMO**: 4.88 eV
**LUMO energy**: -11.983 eV
**Net charge**: +3

```
58
Properties=species:S:1:pos:R:3:lowdin_charge:R:1
Zr -0.58 -0.10 0.18 1.75
P 0.73 -1.88 -1.43 0.87
C -0.57 -2.37 -2.64 -0.26
C -1.90 -1.69 -2.40 -0.28
N -2.00 -0.62 -1.56 -0.08
C -3.11 0.16 -1.61 -0.33
C -4.25 -0.29 -2.25 0.04
C -4.22 -1.48 -2.94 0.05
C -3.03 -2.18 -3.04 0.04
C -3.10 1.51 -0.93 -0.29
P -1.43 2.29 -0.82 0.83
H -2.93 -3.08 -3.65 0.15
H -5.16 0.30 -2.17 0.15
H -5.09 -1.85 -3.45 0.15
H -3.76 2.21 -1.47 0.13
H -3.52 1.43 0.09 0.11
H -0.19 -2.18 -3.63 0.09
H -0.70 -3.46 -2.63 0.12
H 0.28 -0.32 -4.99 -0.01
O -0.06 -0.53 -5.87 -0.03
H 0.50 -1.30 -6.03 0.06
H 1.32 0.77 -2.56 -0.06
O 1.83 1.51 -2.86 -0.01
H 1.33 1.60 -3.68 0.05
C -1.38 3.09 -2.47 -0.21
H -2.30 3.65 -2.67 0.08
H -0.54 3.79 -2.52 0.08
H -1.27 2.35 -3.28 0.05
C -1.77 3.73 0.25 -0.22
H -0.86 4.33 0.32 0.07
H -2.60 4.36 -0.12 0.09
H -2.02 3.38 1.26 0.06
C 0.76 -3.45 -0.47 -0.22
H 0.93 -4.30 -1.16 0.09
H 1.52 -3.47 0.32 0.06
H -0.22 -3.60 0.01 0.07
C 2.31 -2.04 -2.37 -0.18
H 3.17 -2.03 -1.66 0.08
H 2.39 -2.98 -2.95 0.10
H 2.46 -1.21 -3.07 0.05
C 2.91 0.96 7.39 -0.02
C 2.46 0.73 5.98 -0.22
C 3.16 1.33 4.93 0.01
C 2.86 1.03 3.60 -0.03
C 1.84 0.10 3.35 -0.30
C 1.05 -0.42 4.38 -0.04
C 1.37 -0.10 5.69 0.01
S 1.64 -0.55 1.73 0.63
O 1.46 0.51 0.62 -0.45
O 2.57 -1.62 1.48 -0.20
O 0.18 -0.99 1.91 -0.49
H 3.94 0.62 7.54 0.11
H 2.89 2.03 7.64 0.10
H 2.27 0.44 8.09 0.09
H 3.99 2.02 5.14 0.14
H 3.42 1.46 2.77 0.13
H 0.21 -1.08 4.16 0.12
H 0.80 -0.52 6.50 0.13
```

=====

| no. | E_tot (Ha) |
| --- | --- |
| 1 | -709.818316 |
| 2 | -349.074043 |
| 3 | -564.382761 |
| 4 | -3826.443226 |
| 5 | -361.807293 |
| 6 | -9396.882126 |
| 7 | -1804.669199 |
| 8 | -3111.074983 |
| 9 | -1077.235540 |
| 10 | -650.611151 |
| 11 | -2261.825244 |